[1]
Here is C16H48F4N2O16S4Sn as an isolated structure in a non-equilibrium geometry from the Open Molecules 2025 dataset. Energies are from ωB97M-V/def2-TZVPD.

Structure (XYZ):
```
91
Properties=species:S:1:pos:R:3:forces:R:3:lowdin_charge:R:1
Sn -0.7129 2.9512 18.0450 0.6050 0.0953 0.2885 1.664
N 1.0505 5.3282 18.5294 0.6059 -0.9376 1.1382 -0.337
S 2.4831 5.3924 19.2559 -0.9463 1.5275 -1.9049 0.485
O 3.0698 6.6706 19.4290 -0.4020 0.5066 0.2213 -0.228
O 3.3204 4.3786 18.7377 0.7648 -1.5392 -0.2015 -0.250
F 2.0163 4.9372 20.6388 -0.2117 -0.4113 1.0580 -0.123
S 0.6230 6.0520 17.2186 3.2573 0.7276 -0.7317 0.469
O -0.3296 5.1964 16.5715 -0.1476 0.5744 -0.3142 -0.377
O 1.7250 6.6898 16.5157 -1.6677 -1.3245 0.3683 -0.259
F -0.1213 7.2666 17.7998 -1.2870 0.6973 -0.0847 -0.128
N -2.0992 -0.0959 20.0144 0.7380 1.1072 -1.0340 -0.307
S -2.0267 -1.4334 20.8564 -0.6499 -0.0580 0.4102 0.525
O -2.7321 -1.2662 22.0803 -0.1883 -0.6354 -0.1254 -0.252
O -0.7136 -1.9977 20.8783 -0.1291 0.7635 -0.1893 -0.280
F -2.7917 -2.5128 19.9463 -0.1081 0.9767 0.4752 -0.173
S -3.1034 1.1453 19.9490 0.2825 -3.0783 1.0070 0.527
O -2.3853 2.3796 19.8257 -0.0272 -0.0615 0.0449 -0.403
O -4.1614 1.0340 20.8822 -0.4949 0.6465 -0.3313 -0.219
F -3.6564 0.9293 18.4931 -0.4731 0.1796 0.2026 -0.149
C -0.5114 -4.5365 17.8442 -0.6002 1.5581 1.1233 -0.068
C 0.4789 -3.4587 17.4317 -0.3287 1.2677 -0.3120 -0.298
O 0.3033 -2.1647 18.0853 0.1119 -1.7327 1.0933 -0.121
H -0.5576 -4.6082 18.9781 -0.1390 0.1518 -1.3311 0.098
H -0.1664 -5.4804 17.4812 -0.0394 -0.6879 -0.4215 0.059
H -1.5017 -4.2324 17.4162 0.6496 -0.6830 0.6280 0.085
H 0.3924 -3.2101 16.3838 -0.1596 -0.2431 -0.4918 0.092
H 1.4982 -3.7436 17.5706 0.7957 -0.4703 0.3026 0.099
H 0.4741 -2.4500 19.0172 -0.2822 1.1306 -0.4673 0.051
C -4.6085 3.5857 24.3010 1.0322 -0.2948 1.1201 -0.108
C -5.8823 4.0886 23.6977 -1.2794 -0.4250 -1.2349 -0.312
O -5.8994 4.2132 22.2477 0.1363 0.2392 0.8502 -0.096
H -3.6329 4.0576 24.0180 -1.1139 0.2860 0.2180 0.083
H -4.4439 2.5469 24.0252 -0.2107 -0.3105 0.0262 0.062
H -4.7437 3.6029 25.4266 0.3856 0.0357 -1.1855 0.094
H -6.1529 5.0934 23.9758 0.1066 0.3235 0.5389 0.100
H -6.7299 3.4114 24.0356 0.8689 0.6853 -0.3877 0.126
H -5.7067 3.3769 21.8328 0.1419 -0.6099 -0.0219 0.051
C -2.2580 -1.2779 16.1996 0.3484 0.7420 -0.4093 -0.055
C -1.9508 0.2137 16.2373 1.1682 0.2690 -1.7994 -0.272
O -0.8107 0.5331 17.0942 -1.1703 1.2046 -0.9075 -0.212
H -1.3545 -1.8989 15.9124 -1.3228 0.7289 0.4548 0.099
H -3.1233 -1.4190 15.5637 0.2019 -0.1320 -0.8791 0.083
H -2.7135 -1.5158 17.1212 0.2210 -0.8719 1.5525 0.050
H -2.8008 0.8924 16.3968 0.1410 -0.5593 0.6185 0.098
H -1.6308 0.5001 15.2160 0.1387 -0.0632 0.3795 0.118
H -0.6560 -0.1946 17.6767 0.3337 -1.2398 0.9556 0.034
C -3.8520 4.9684 18.6146 -1.5085 0.1166 -1.8381 -0.089
C -3.0010 5.1883 19.7855 0.2898 -0.7095 2.0711 -0.343
O -1.6264 5.0515 19.5805 1.8903 0.6442 -0.3079 -0.204
H -4.0009 5.8823 18.0717 -0.0931 0.7815 -0.2634 0.071
H -4.8339 4.7118 19.0210 -0.0794 -0.1953 -0.3339 0.089
H -3.6095 4.2937 17.7689 0.3709 -0.3233 1.0473 0.077
H -3.2642 4.4122 20.5323 -0.1059 0.7739 0.0051 0.099
H -3.1873 6.1935 20.1818 -0.2200 -0.2574 0.1474 0.135
H -1.1204 5.8084 19.9988 -0.3578 -0.8438 -0.6454 0.074
C 1.9654 2.3842 15.0860 -0.5508 -0.5280 -1.9305 -0.084
C 2.0678 1.7584 16.4376 -0.0505 -0.5499 0.7094 -0.250
O 1.5711 2.6228 17.4969 -0.7117 -0.5779 -0.3305 -0.250
H 2.7733 3.0754 14.8838 -0.0774 0.5150 0.1105 0.076
H 0.9735 2.8126 14.7732 0.8616 -0.1527 0.8272 0.096
H 2.1123 1.5756 14.3295 0.0361 0.3325 0.5292 0.091
H 3.1376 1.5097 16.6502 -0.9418 0.0360 -0.0053 0.142
H 1.4233 0.8507 16.4915 0.7213 0.6114 0.0845 0.110
H 2.2136 3.2400 17.8654 0.6952 0.2653 -0.0311 0.026
C 0.5986 1.2266 22.0424 -1.2147 -0.0879 2.1338 -0.082
C 1.1115 1.7900 20.8144 0.8450 1.8570 -1.5219 -0.240
O 0.1474 1.5262 19.7342 0.4836 0.1435 0.3031 -0.246
H 1.1941 1.3764 22.9482 0.3446 -0.0599 -0.4147 0.104
H 0.3573 0.1948 21.9368 0.1114 -1.1206 -0.0004 0.054
H -0.3494 1.6962 22.2873 -0.3268 0.2249 0.0343 0.095
H 2.1068 1.3712 20.5524 -0.6779 0.3145 -0.2372 0.138
H 1.1833 2.9122 20.9316 0.1324 -1.2981 -0.3824 0.120
H -0.6060 0.9789 20.0809 0.5967 0.0361 -0.3015 0.023
C 1.2972 -3.3976 23.1000 0.3627 -0.3946 1.0091 -0.093
C 2.2506 -3.5521 21.9580 0.2200 -0.9075 -0.4850 -0.354
O 2.0465 -2.6909 20.8795 0.0827 1.4211 -0.3193 -0.090
H 0.2726 -3.6856 22.8575 0.1853 -0.0913 0.1407 0.072
H 1.2798 -2.3890 23.5350 0.0801 -0.0536 -0.2898 0.077
H 1.7814 -4.0410 23.8709 -0.9601 0.2057 -0.1158 0.088
H 2.1408 -4.5373 21.4811 0.1584 -0.0158 0.5438 0.122
H 3.2718 -3.4649 22.3476 0.0962 -0.0253 -0.1469 0.110
H 2.0622 -1.7972 21.2597 -0.1569 -0.2076 -0.4916 0.083
C -0.7594 9.3275 21.2677 0.6635 1.8719 -0.4621 -0.088
C -0.0851 8.0461 21.6345 -1.3801 -1.2907 -0.4428 -0.283
O -0.0290 7.2148 20.4719 0.5009 -0.4627 -0.6881 -0.154
H -0.6744 10.1049 22.0575 -0.3977 -0.6085 -0.2174 0.084
H -1.7852 9.2673 20.8602 0.4370 -0.3410 0.5824 0.084
H -0.1576 9.7562 20.4439 -0.2511 -0.0706 0.1631 0.082
H -0.6853 7.4502 22.3508 0.4122 0.3873 -0.1443 0.127
H 0.9120 8.1421 21.9945 0.7180 0.4846 0.6058 0.108
H 0.7254 7.4243 19.8691 -0.8898 0.0949 0.9902 0.072
```
Forces are in eV/Å.

Calculated values
highest occupied orbital energy: -10.203 eV
LUMO level: -0.330 eV
maximum force: 3.4 eV Å⁻¹
molar mass: 847.5 Da
multiplicity: 1
orbital gap: 9.87 eV

***

[2]
Here is C31H42BN10O2S4Ti as an isolated structure from the Open Molecules 2025 dataset. Energies are from ωB97M-V/def2-TZVPD.

Structure (XYZ):
```
91
Properties=species:S:1:pos:R:3:forces:R:3:lowdin_charge:R:1
Ti -0.8790 0.4767 -0.2636 0.5263 -0.0666 0.0947 0.460
C -4.2080 -1.8260 0.9680 0.0193 -0.0177 0.0398 -0.054
C -4.0165 -0.3736 1.3042 0.0053 -0.0073 0.0093 -0.296
C -4.9704 0.5619 0.9258 -0.0304 -0.0048 -0.0351 -0.043
C -4.8346 1.9037 1.2545 -0.0043 0.0275 0.0077 -0.062
C -3.7336 2.3381 1.9752 -0.0216 0.0107 0.0120 -0.091
C -2.7675 1.4199 2.3564 0.0257 -0.0281 0.0567 -0.120
C -2.8966 0.0724 2.0178 -0.0682 0.0747 -0.0244 -0.104
H -4.3705 -2.4148 1.8729 0.0113 -0.0189 -0.0027 0.092
H -3.3375 -2.2416 0.4550 0.0240 -0.0242 0.0873 0.039
H -5.0782 -1.9642 0.3256 0.0116 -0.0064 0.0108 0.083
H -5.8420 0.2337 0.3705 0.0176 0.0029 0.0120 0.118
H -5.5972 2.6109 0.9519 0.0083 -0.0080 0.0023 0.113
H -3.6282 3.3816 2.2395 -0.0033 -0.0036 -0.0056 0.111
H -1.9157 1.7452 2.9405 -0.0329 -0.0094 -0.0063 0.079
H -2.1770 -0.6450 2.3982 0.0107 0.0327 -0.0531 0.078
C -0.3774 -4.9230 1.4210 0.0273 0.0126 0.0116 -0.029
C -0.0316 -3.9677 2.5633 -0.1244 0.0070 0.0067 -0.534
C 0.4672 -4.7872 3.7498 0.0307 -0.0067 0.0105 -0.049
C -1.2379 -3.1465 3.0091 0.0247 -0.0249 0.0163 -0.032
N 1.0564 -3.0292 2.1244 0.0370 -0.0122 -0.1074 0.026
C 2.2912 -2.9577 2.7440 -0.0819 -0.0452 0.0733 -0.016
C 3.0364 -2.0770 2.0578 0.0330 0.1066 -0.0781 -0.025
N 2.2746 -1.5958 1.0142 -0.0314 -0.0772 -0.0056 0.033
B 2.9222 -0.6350 -0.0070 0.0072 -0.0076 -0.0351 -0.557
N 2.4924 -0.9896 -1.4637 0.0461 0.0676 -0.0238 0.044
C 3.0781 -2.0650 -2.0923 0.0045 0.0270 0.1235 -0.018
C 2.5596 -2.1551 -3.3316 -0.0588 -0.0398 -0.0851 -0.006
N 1.6448 -1.1312 -3.4755 0.0642 0.0496 0.0495 0.033
C 1.6180 -0.4388 -2.3154 0.0599 -0.2116 0.0228 -0.590
S 0.6654 0.9747 -1.9810 -0.2622 0.0073 0.1297 0.808
C 0.8809 -0.8517 -4.7429 -0.0279 0.0564 -0.0890 -0.527
C 1.2780 -1.8890 -5.7892 0.0159 -0.0135 0.0041 -0.045
C -0.6134 -0.9781 -4.4696 0.0381 -0.0265 0.0301 -0.053
C 1.2579 0.5371 -5.2558 0.0063 0.0040 0.0029 -0.030
N 2.7700 0.8672 0.3482 0.0071 0.0221 0.0503 0.028
C 3.7240 1.7606 -0.0850 -0.0147 -0.1418 -0.0411 -0.030
C 3.4216 2.9702 0.4189 -0.0161 0.0946 0.0781 -0.013
N 2.2742 2.8300 1.1778 -0.0143 -0.0669 -0.0637 0.030
C 1.8755 1.5365 1.1000 0.2024 0.0755 -0.0653 -0.609
S 0.4711 0.8306 1.8293 -0.1790 -0.0785 -0.0787 0.754
C 1.6737 3.9393 1.9988 -0.0246 0.0561 0.0387 -0.530
C 0.2447 4.2122 1.5391 0.0064 -0.0065 -0.0133 -0.035
C 2.5039 5.2024 1.7859 0.0046 0.0050 -0.0016 -0.048
C 1.7377 3.5576 3.4773 0.0284 -0.0175 -0.0379 -0.027
C 1.0599 -2.1732 1.0710 0.1351 0.0423 0.1769 -0.607
S -0.2526 -1.9067 -0.0407 -0.0921 0.0226 -0.0497 0.737
H -1.1308 -5.6300 1.7699 0.0145 0.0104 0.0049 0.097
H 0.5055 -5.4891 1.1178 -0.0164 0.0137 0.0003 0.098
H -0.7779 -4.4022 0.5548 0.0005 0.0000 -0.0050 0.043
H -0.3340 -5.4618 4.0469 -0.0062 0.0048 -0.0072 0.098
H 0.7042 -4.1599 4.6104 -0.0016 -0.0252 -0.0078 0.093
H 1.3328 -5.3990 3.4905 -0.0193 0.0164 0.0193 0.094
H -2.0030 -3.8121 3.4104 0.0167 -0.0048 -0.0140 0.102
H -1.6639 -2.6022 2.1736 -0.0386 -0.0011 -0.0551 0.017
H -0.9517 -2.4407 3.7920 -0.0068 -0.0078 -0.0143 0.102
H 2.5416 -3.5357 3.6115 -0.0091 0.0042 -0.0362 0.119
H 4.0510 -1.7545 2.2099 -0.0244 -0.0072 -0.0110 0.132
H 4.1015 -0.8609 0.0366 0.0094 0.0118 -0.0031 0.129
H 3.8252 -2.6661 -1.6040 -0.0229 0.0235 -0.0115 0.136
H 2.7750 -2.8556 -4.1149 -0.0161 0.0274 0.0256 0.122
H 1.0195 -2.9027 -5.4789 0.0111 0.0195 -0.0083 0.095
H 2.3396 -1.8385 -6.0374 -0.0236 -0.0055 -0.0012 0.093
H 0.7179 -1.6717 -6.6969 -0.0009 0.0024 0.0015 0.099
H -0.8455 -1.9660 -4.0695 0.0211 0.0302 -0.0269 0.077
H -1.1569 -0.8416 -5.4053 0.0162 -0.0006 0.0027 0.106
H -0.9588 -0.2118 -3.7786 0.0346 -0.0201 -0.0319 -0.004
H 2.3373 0.6130 -5.4003 -0.0127 0.0047 0.0018 0.097
H 0.9273 1.3270 -4.5848 0.0039 -0.0139 -0.0132 0.039
H 0.7719 0.6986 -6.2182 0.0050 -0.0034 0.0126 0.099
H 4.5507 1.4509 -0.7001 -0.0256 0.0036 0.0100 0.135
H 3.9391 3.9037 0.3134 -0.0203 -0.0387 0.0038 0.120
H 0.2244 4.4227 0.4686 -0.0099 0.0015 0.0129 0.091
H -0.1338 5.0894 2.0650 0.0150 -0.0119 0.0059 0.101
H -0.4165 3.3750 1.7431 -0.0081 -0.0056 -0.0196 0.032
H 2.4815 5.5360 0.7473 0.0066 0.0026 0.0155 0.095
H 3.5382 5.0730 2.1077 -0.0200 0.0197 -0.0008 0.092
H 2.0678 5.9920 2.3950 -0.0082 0.0066 0.0001 0.098
H 1.1553 2.6655 3.6936 -0.0207 -0.0273 -0.0060 0.048
H 1.3336 4.3789 4.0699 0.0099 -0.0088 -0.0053 0.097
H 2.7715 3.3902 3.7855 -0.0207 -0.0017 -0.0035 0.097
O -1.3389 2.2445 -0.3806 0.1191 0.0556 -0.0774 -0.394
N -2.1974 3.2325 -0.4951 -0.0672 0.1642 0.2062 0.085
C -2.6370 3.4492 -1.6773 -0.1261 -0.0191 -0.2721 -0.254
C -3.5809 4.5194 -1.8425 -0.0128 0.1097 0.0049 -0.143
N -4.3277 5.3766 -1.9978 0.0067 -0.0554 0.0105 0.199
C -2.2619 2.6842 -2.8401 0.0097 -0.0239 -0.0434 -0.146
N -1.9673 2.0831 -3.7723 -0.0322 0.1054 0.0151 0.225
O -2.4120 -2.4777 -2.2201 -0.1611 0.0201 -0.0535 -0.500
S -3.0328 -1.1708 -2.1311 0.0956 0.0678 0.2023 0.824
N -2.3975 -0.1542 -1.2400 -0.0150 -0.2774 -0.0826 -0.473
```
Forces are in eV/Å.

Calculated values
highest occupied orbital energy: -11.175 eV
LUMO level: -4.012 eV
maximum force: 0.5 eV Å⁻¹
molar mass: 773.7 Da
ΔE to the lowest compared entry with this formula, charge and spin: 22.5 kJ/mol
charge: +1
multiplicity: 1
orbital gap: 7.16 eV

***

Number 1: energy -113150.5426 eV. Number 2: energy -118956.5734 eV.